Below is a 2-piece molecular cluster, C13H23NO2 overall, with properties calculated with ωB97M-V/def2-TZVPD.

Each atom is followed by the atoms it is bonded to, with distances in Å.
Cartesian coordinates (Å):
1 C 3.4275 -2.2398 1.1886  C2 1.532, H12 1.090, H13 1.091, H14 1.092
2 C 2.2258 -2.3291 0.2433  C1 1.532, C3 1.541, H15 1.091, H16 1.090
3 C 1.5698 -0.9702 -0.0708  C2 1.541, C4 1.537, H17 1.095, H18 1.095
4 C 0.2424 -0.6309 0.6267  C3 1.537, C5 1.534, C6 1.536, H19 1.096
5 C 0.3203 -0.8303 2.1453  C4 1.534, H20 1.090, H21 1.091, H22 1.091
6 C -0.9826 -1.2740 -0.0408  C4 1.536, C7 1.542, C11 1.533, H23 1.093
7 C -2.2992 -0.7785 0.5902  C6 1.542, O8 1.444, H24 1.088, H25 1.090
8 O -2.7336 -1.8081 1.5053  C7 1.444, C9 1.356
9 C -1.9524 -2.9100 1.3881  O8 1.356, O10 1.192, C11 1.506
10 O -1.9479 -3.7806 2.2016  C9 1.192
11 C -1.1788 -2.7880 0.1022  C6 1.533, C9 1.506, H26 1.097, H27 1.082
12 H 4.0925 -3.0933 1.0555  C1 1.090
13 H 3.1241 -2.2319 2.2361  C1 1.091
14 H 4.0088 -1.3352 0.9999  C1 1.092
15 H 2.5554 -2.7874 -0.6904  C2 1.091
16 H 1.4957 -3.0114 0.6797  C2 1.090
17 H 1.4050 -0.8782 -1.1497  C3 1.095
18 H 2.2898 -0.1889 0.1926  C3 1.095
19 H 0.1032 0.4404 0.4442  C4 1.096
20 H 0.7976 0.0291 2.6168  C5 1.090
21 H 0.9046 -1.7134 2.4070  C5 1.091
22 H -0.6587 -0.9443 2.6120  C5 1.091
23 H -0.9642 -1.0112 -1.1014  C6 1.093
24 H -2.1582 0.1315 1.1703  C7 1.088
25 H -3.0868 -0.6154 -0.1454  C7 1.090
26 H -1.8911 -3.0930 -0.6741  C11 1.097
27 H -0.3176 -3.4385 0.0211  C11 1.082
28 C -1.3938 4.5470 -2.5762  C29 1.522, H33 1.091, H34 1.089, H35 1.092
29 C -0.0585 4.0680 -2.0238  C28 1.522, C30 1.533, H36 1.091, H37 1.091
30 C -0.1657 2.7203 -1.3010  C29 1.533, C31 1.464, H38 1.092, H39 1.093
31 C -1.0699 2.7827 -0.1507  C30 1.464, N32 1.147
32 N -1.7815 2.8439 0.7466  C31 1.147
33 H -2.1182 4.7026 -1.7757  C28 1.091
34 H -1.2755 5.4903 -3.1083  C28 1.089
35 H -1.8138 3.8194 -3.2737  C28 1.092
36 H 0.3501 4.8082 -1.3336  C29 1.091
37 H 0.6645 3.9549 -2.8333  C29 1.091
38 H 0.8114 2.3914 -0.9424  C30 1.092
39 H -0.5402 1.9518 -1.9817  C30 1.093

Calculated values
Spin multiplicity: 1
ΔE to the lowest compared entry with this formula, charge and spin, kcal/mol: 23.4
Charge: 0
Orbital gap, Eh: 0.38617
E_LUMO, eV: 0.438
E, eV: -19439.2859
SMILES string: CCC[C@H](C)[C@@H]1COC(=O)C1.CCCC#N

Mulliken population analysis, charges in e, atoms 1 to 6:
1 C -1.311
2 C -0.539
3 C -0.849
4 C 1.254
5 C -1.782
6 C 0.217